{"formula": "C38H31BrF6GeN3O2RuSSb", "method": "ωB97M-V/def2-TZVPD", "symbols": ["Ru", "S", "C", "C", "C", "C", "C", "N", "H", "H", "H", "H", "C", "O", "C", "C", "C", "Br", "C", "C", "C", "O", "C", "N", "C", "C", "C", "C", "C", "C", "N", "H", "H", "H", "H", "H", "H", "H", "H", "H", "H", "H", "F", "Sb", "F", "F", "F", "F", "F", "C", "Ge", "C", "C", "C", "C", "C", "C", "C", "C", "C", "C", "C", "C", "C", "C", "C", "C", "C", "C", "H", "H", "H", "H", "H", "H", "H", "H", "H", "H", "H", "H", "H", "H", "H", "H"], "coordinates": [[-0.3462, 1.4541, 1.1817], [-2.0481, 0.0310, 1.9159], [-2.9034, 1.5422, 2.1471], [-4.0833, 1.7275, 2.8639], [-4.5680, 3.0114, 2.9986], [-3.8684, 4.0856, 2.4487], [-2.6949, 3.8218, 1.7754], [-2.2410, 2.5781, 1.6003], [-4.5801, 0.8791, 3.3146], [-5.4819, 3.1856, 3.5528], [-4.2163, 5.1022, 2.5622], [-2.0878, 4.6142, 1.3559], [2.0925, 3.6982, 0.0987], [0.8544, 3.0288, -0.2102], [0.5987, 2.7934, -1.5271], [1.2933, 3.3615, -2.5761], [0.9070, 3.0646, -3.8814], [1.8657, 3.8444, -5.3116], [-0.1444, 2.2232, -4.1524], [-0.8431, 1.6338, -3.0947], [-0.4612, 1.9192, -1.7889], [-1.1035, 1.3838, -0.7278], [-1.9593, 0.7122, -3.2860], [-2.5835, 0.1565, -2.2728], [-3.5646, -0.6576, -2.8134], [-4.4956, -1.4818, -2.1867], [-5.3534, -2.1970, -2.9974], [-5.2920, -2.1010, -4.3972], [-4.3705, -1.2890, -5.0298], [-3.5090, -0.5716, -4.2073], [-2.4729, 0.3093, -4.4786], [2.0660, 4.7192, -0.2816], [2.9243, 3.1452, -0.3411], [2.1727, 3.7042, 1.1742], [2.1232, 4.0278, -2.3978], [-0.4111, 2.0175, -5.1802], [-1.8895, 0.7955, -1.0500], [-4.5281, -1.5538, -1.1075], [-6.0899, -2.8501, -2.5489], [-5.9833, -2.6803, -4.9951], [-4.3237, -1.2217, -6.1089], [-2.1530, 0.5916, -5.3877], [0.4402, 4.2383, 2.8030], [1.0994, 3.1150, 4.2067], [0.2452, 1.5786, 3.3130], [2.6195, 2.7713, 3.1220], [1.7446, 1.9231, 5.4909], [1.9532, 4.5811, 4.9948], [-0.4763, 3.3938, 5.1781], [1.0693, 0.3116, 1.0610], [1.6704, -1.5351, 0.7718], [1.7173, -2.3023, 2.5594], [0.5223, -2.5149, 3.2473], [0.5321, -3.0425, 4.5300], [1.7381, -3.3658, 5.1381], [2.9322, -3.1623, 4.4618], [2.9213, -2.6314, 3.1782], [0.6230, -2.6485, -0.4298], [0.9825, -3.9874, -0.5961], [0.2775, -4.8098, -1.4631], [-0.8031, -4.3033, -2.1751], [-1.1781, -2.9778, -2.0118], [-0.4674, -2.1579, -1.1434], [3.4783, -1.3214, 0.0612], [3.8670, -1.9064, -1.1430], [5.1425, -1.7015, -1.6548], [6.0466, -0.9030, -0.9691], [5.6735, -0.3099, 0.2300], [4.3987, -0.5169, 0.7396], [1.9647, 0.8013, 1.4977], [-0.4265, -2.2599, 2.7880], [-0.4008, -3.1929, 5.0584], [1.7465, -3.7723, 6.1415], [3.8738, -3.4105, 4.9352], [3.8602, -2.4722, 2.6600], [1.8184, -4.3981, -0.0385], [0.5675, -5.8462, -1.5806], [-1.3568, -4.9441, -2.8496], [-2.0309, -2.5869, -2.5529], [-0.7729, -1.1267, -1.0098], [3.1680, -2.5269, -1.6930], [5.4291, -2.1651, -2.5906], [7.0407, -0.7429, -1.3673], [6.3747, 0.3139, 0.7705], [4.1277, -0.0442, 1.6789]], "forces_ev_per_a": [[0.02, -0.07, -0.06], [0.03, 0.06, -0.08], [0.02, -0.06, -0.02], [-0.06, -0.02, -0.01], [0.01, 0.05, -0.01], [-0.03, -0.05, 0.00], [-0.07, 0.01, -0.06], [0.17, 0.02, 0.52], [0.01, 0.02, -0.02], [0.01, 0.01, -0.01], [0.01, -0.02, 0.00], [0.02, -0.01, 0.03], [-0.03, 0.00, -0.09], [0.05, 0.06, 0.18], [-0.01, -0.03, 0.02], [0.01, 0.00, -0.03], [0.03, 0.02, 0.00], [0.00, 0.00, 0.00], [-0.03, -0.05, -0.04], [0.01, -0.01, -0.02], [0.08, 0.07, 0.02], [-0.03, -0.02, 0.04], [0.00, -0.08, -0.02], [-0.20, 0.09, -0.02], [-0.05, 0.12, -0.01], [-0.06, 0.02, 0.01], [0.01, 0.00, 0.02], [0.01, 0.01, -0.01], [0.01, -0.01, 0.00], [0.04, 0.00, 0.00], [0.00, 0.01, -0.02], [-0.01, 0.00, 0.01], [-0.01, -0.01, 0.00], [-0.01, 0.01, 0.14], [-0.02, -0.01, -0.03], [0.00, 0.00, 0.02], [0.04, -0.16, -0.05], [0.00, 0.00, -0.01], [0.01, 0.00, 0.00], [0.01, 0.01, 0.01], [0.00, 0.00, 0.02], [0.00, 0.00, 0.00], [0.04, -0.41, 0.10], [0.03, 0.30, -0.12], [-0.10, 0.53, -0.43], [-0.09, -0.09, -0.12], [0.01, -0.15, 0.06], [0.04, 0.08, 0.05], [-0.14, -0.06, -0.08], [0.15, -0.18, 0.18], [-0.07, -0.05, -0.12], [0.04, -0.03, 0.02], [0.02, 0.01, 0.02], [0.02, 0.00, -0.01], [0.00, 0.01, -0.02], [-0.02, 0.00, 0.00], [-0.02, 0.00, 0.02], [-0.05, -0.02, 0.00], [-0.02, 0.01, 0.02], [-0.02, 0.02, -0.02], [0.04, 0.00, 0.04], [0.02, -0.02, -0.01], [0.05, 0.05, 0.03], [0.02, 0.06, 0.00], [0.00, 0.01, 0.00], [-0.01, 0.01, 0.02], [-0.02, -0.01, 0.01], [-0.01, -0.01, 0.00], [0.02, -0.02, -0.03], [0.00, 0.08, -0.01], [0.00, 0.00, 0.00], [0.01, 0.00, -0.01], [0.00, 0.01, 0.00], [-0.01, 0.00, 0.00], [-0.01, -0.01, 0.00], [-0.01, 0.01, 0.00], [0.00, 0.00, 0.00], [0.00, 0.00, 0.00], [0.07, -0.06, 0.02], [0.02, -0.08, -0.01], [0.00, 0.01, 0.01], [0.00, 0.00, 0.00], [-0.01, 0.00, 0.00], [-0.01, -0.01, -0.01], [0.00, -0.01, -0.02]], "lowdin_charge": [1.010, 0.651, -0.717, -0.085, -0.061, -0.061, -0.124, -0.080, 0.107, 0.110, 0.103, 0.114, -0.024, -0.155, -0.194, -0.038, -0.673, 0.768, -0.073, -0.054, -0.164, -0.137, -0.219, 0.158, -0.221, -0.008, -0.078, -0.083, -0.014, -0.180, 0.192, 0.106, 0.111, 0.056, 0.107, 0.103, 0.077, 0.121, 0.105, 0.104, 0.111, 0.160, -0.368, 1.387, -0.436, -0.362, -0.339, -0.348, -0.344, -0.280, 0.952, -0.270, -0.104, -0.078, -0.086, -0.084, -0.101, -0.278, -0.113, -0.085, -0.082, -0.072, -0.092, -0.276, -0.101, -0.088, -0.092, -0.085, -0.122, -0.006, 0.066, 0.104, 0.102, 0.102, 0.091, 0.108, 0.102, 0.102, 0.082, 0.065, 0.092, 0.101, 0.101, 0.104, 0.101], "relative_energy_ev": 0.000, "total_charge": 0, "lumo_ha": -0.0245}